[1]
C2H2O3S | ωB97M-V/def2-TZVPD

The calculation puts the HOMO energy (spin up / spin down) at -7.39 / -10.00 eV. As for the expectation value of S²: 2.011. The value obtained for the energy relative to the best compared isomer or geometry (same formula, charge and spin) is 26.0 kcal/mol. The molar mass comes out at 106.10 g mol⁻¹. Its multiplicity is 3.

XYZ file:
```
8
Properties=species:S:1:pos:R:3:forces:R:3
S 4.058753 -0.056625 0.209373 1.950 0.167 1.782
O 4.342212 0.239399 -1.161522 1.070 1.606 -3.370
C 1.149726 0.814026 0.290621 2.123 1.029 0.980
O 3.309963 -1.256903 0.458259 -1.785 -2.568 1.468
O 2.166339 1.353706 0.553933 -2.386 0.211 -0.637
C 0.040796 0.159454 0.185049 1.793 1.088 -4.733
H -0.319041 -0.048120 1.069893 -2.468 -1.414 4.217
H -0.309148 -0.112757 -0.799907 -0.298 -0.120 0.294
```
Positions in Å, forces in eV/Å.

***

[2]
C4H7N3OS | ωB97M-V/def2-TZVPD

The calculation puts the HOMO energy (spin up / spin down) at -6.74 / -6.74 eV. The value obtained for the energy relative to the best compared isomer or geometry (same formula, charge and spin) is 106.5 kcal/mol. The molar mass comes out at 145.19 g mol⁻¹.

XYZ file:
```
16
Properties=species:S:1:pos:R:3:forces:R:3
C -0.221308 0.262220 -0.995586 -0.347 2.016 0.571
H -0.514043 0.559506 -1.945339 -0.052 -0.548 -1.959
N 0.038801 0.964889 1.162277 0.958 -1.229 -0.401
H -1.364716 2.783760 0.524216 -0.002 1.345 1.760
C 0.779165 -1.875705 -1.711316 1.368 -1.129 0.629
N -0.501485 1.597180 2.306429 -0.295 -1.014 -0.142
H 0.856279 -1.444834 -2.708948 -0.400 0.442 0.391
S 1.567064 -1.761111 1.687405 0.765 -1.043 0.954
O -1.311411 2.313718 -0.273419 0.893 -2.379 -1.710
H 0.071403 -2.701447 -1.697855 -0.315 0.242 -0.036
H 1.775994 -2.372860 -1.530737 -0.903 0.820 0.231
H -0.332794 0.950540 3.108840 0.177 0.771 -0.835
C 0.656972 -1.126224 0.608543 -0.005 1.304 0.613
N 0.462707 -0.884440 -0.639700 -0.811 0.401 -1.541
C -0.469197 1.223843 -0.027717 -0.289 -0.232 0.786
H -1.493432 1.510965 2.132907 -0.743 0.233 0.690
```
Positions in Å, forces in eV/Å.

***

[3]
C4H4ClN | ωB97M-V/def2-TZVPD

The calculation puts the HOMO energy at -10.44 eV. The value obtained for the energy relative to the best compared isomer or geometry (same formula, charge and spin) is 40.9 kcal/mol. The molar mass comes out at 101.54 g mol⁻¹.

XYZ file:
```
10
Properties=species:S:1:pos:R:3:forces:R:3
Cl -0.709740 2.463276 1.085516 0.590 1.124 -0.094
C 0.737353 -0.800431 0.131872 -1.850 1.735 -0.752
C -0.104276 0.187735 -0.423061 0.053 -1.522 -0.262
H -2.158068 1.025270 0.000185 1.343 -0.614 0.475
H 0.808462 -1.165772 1.243623 -0.397 1.135 -2.336
C -1.146241 0.869949 0.490842 -0.487 -0.073 -1.762
H -1.229402 0.348736 1.406774 -0.381 -1.078 0.577
N 2.406576 -1.877537 -1.476209 2.290 -1.521 -2.262
H -0.219064 0.393470 -1.652512 0.814 -0.630 3.750
C 1.614399 -1.444696 -0.807030 -1.976 1.445 2.666
```
Positions in Å, forces in eV/Å.

***

[4]
C5H8O2S | ωB97M-V/def2-TZVPD

The calculation puts the HOMO energy (spin up / spin down) at -9.03 / -9.03 eV. The value obtained for the energy relative to the best compared isomer or geometry (same formula, charge and spin) is 73.5 kcal/mol. The molar mass comes out at 132.18 g mol⁻¹.

XYZ file:
```
16
Properties=species:S:1:pos:R:3:forces:R:3
H -0.227887 0.505288 -2.397289 0.194 0.631 -0.736
C -0.248190 0.537350 1.884094 -3.080 3.118 -1.480
H -1.928260 0.445647 0.405167 2.596 -1.170 0.504
H 1.908267 -0.015059 0.261032 0.544 0.093 1.259
H 1.860766 -1.534549 -0.704330 -0.503 1.287 -0.017
C 1.472247 -0.477853 -0.584603 -0.260 -1.069 0.457
C -0.032554 -0.422254 -0.533826 -0.105 -0.880 0.372
H 1.765322 0.168933 -1.376054 0.499 0.134 -1.027
H -0.178182 -1.369566 -2.460219 -0.564 2.430 0.991
H 0.384920 -0.012249 2.487884 1.336 -0.817 1.278
H -1.642699 -0.497620 -1.995446 -0.499 0.373 0.277
C -0.833992 -0.022906 0.654174 -2.210 1.650 -1.356
O -0.213247 2.372753 3.625485 -0.233 1.017 0.102
O -0.692419 -1.379394 0.324475 0.248 -0.123 0.256
C -0.576839 -0.370433 -1.907807 0.244 -3.257 -1.265
S -0.817253 2.071913 2.317262 1.794 -3.418 0.384
```
Positions in Å, forces in eV/Å.

***

The highest energy relative to the best compared isomer or geometry (same formula, charge and spin) belongs to which entry? C4H7N3OS

***

Which value of energy relative to the best compared isomer or geometry (same formula, charge and spin) does entry 2 give? 106.5 kcal/mol